Entry 1:
DFT (wB97M-V/def2-TZVPD) results for one molecule with the formula C3H6N2O3 at a distorted geometry.

Each line ends with the Mulliken charge.
Cartesian coordinates (Å):
C: 2.005 0.807 -0.176  0.521
C: -0.300 1.203 0.141  -1.320
C: 0.577 -1.196 -0.102  -1.103
N: 2.884 -0.259 -0.522  0.078
N: 0.720 0.277 -0.186  0.092
O: 2.337 1.944 0.026  -0.549
O: 4.191 -0.149 -0.110  -0.140
O: 3.353 -1.051 0.548  -0.139
H: -0.839 1.534 -0.641  0.425
H: -0.864 0.935 0.916  0.471
H: 0.172 2.086 0.361  0.458
H: 0.975 -1.786 -0.936  0.351
H: 0.837 -1.509 0.833  0.386
H: -0.448 -1.340 -0.279  0.467

Summary:
Highest occupied orbital energy   -9.9 eV
Energy above the lowest of the compared OMol25 structures with the same formula, charge and spin   821.7 kJ/mol

=====

Entry 2:
DFT (wB97M-V/def2-TZVPD) results for C28H20F6MgN2O5S8 as an isolated structure at a distorted geometry.

Each line ends with the Mulliken charge.
Cartesian coordinates (Å):
Mg: 0.324 0.863 0.024  1.210
S: -4.649 0.097 5.527  -0.402
C: -3.554 -0.021 4.281  0.068
S: -3.976 0.184 2.624  -0.150
C: -2.388 -0.073 1.908  -0.033
C: -1.396 -0.384 2.790  0.303
S: 0.219 -0.783 2.401  -0.428
S: -1.873 -0.345 4.487  -0.128
S: -2.226 0.159 0.204  -0.413
F: 2.274 1.799 -2.375  -0.133
C: 1.958 2.986 -1.885  0.738
F: 2.384 3.898 -2.778  -0.293
F: 2.631 3.195 -0.756  -0.151
S: 0.127 3.302 -1.610  0.838
O: -0.233 2.752 -0.327  -0.659
O: 0.105 4.724 -1.730  -0.743
N: -0.588 2.612 -2.815  -0.596
S: -0.873 1.056 -2.814  0.877
O: 0.006 0.284 -1.967  -0.457
O: -2.245 0.716 -2.945  -0.670
C: -0.189 0.790 -4.550  0.477
F: -1.043 1.299 -5.451  -0.224
F: 0.982 1.422 -4.709  -0.231
F: 0.019 -0.492 -4.876  -0.209
C: 4.145 -1.225 -0.891  -0.669
C: 5.015 -0.576 -0.022  -0.932
C: 4.513 0.331 0.894  -0.646
C: 3.150 0.652 0.899  1.399
C: 2.261 0.061 -0.018  -0.513
C: 2.794 -0.913 -0.869  -0.146
C: 2.572 1.597 1.878  0.384
C: 3.337 2.177 2.921  -1.252
C: 2.749 2.995 3.837  -1.246
C: 1.359 3.230 3.770  1.353
C: 0.665 4.024 4.706  -0.871
C: -0.692 4.183 4.611  -0.630
C: -1.399 3.570 3.562  -0.832
C: -0.747 2.812 2.627  -0.395
C: 0.651 2.614 2.707  -0.211
N: 1.272 1.836 1.784  0.957
H: 4.531 -1.953 -1.599  0.410
H: 6.079 -0.785 -0.053  0.336
H: 5.205 0.794 1.589  0.314
H: 2.121 -1.426 -1.553  0.456
H: 4.396 1.976 2.995  0.376
H: 3.323 3.457 4.633  0.367
H: 1.223 4.498 5.506  0.369
H: -1.226 4.774 5.344  0.367
H: -2.472 3.695 3.496  0.470
H: -1.287 2.345 1.814  0.331
C: -4.318 -3.230 -4.108  -1.583
C: -3.275 -3.341 -3.030  1.049
C: -1.922 -3.355 -3.344  -0.846
C: -0.957 -3.364 -2.346  -0.227
C: -1.348 -3.411 -1.019  0.355
C: -2.693 -3.392 -0.692  -0.482
C: -3.648 -3.358 -1.692  -0.675
S: -0.162 -3.474 0.356  0.847
C: 0.612 -5.019 -0.327  -1.208
O: -0.953 -3.976 1.496  -0.712
H: -3.900 -3.437 -5.094  0.365
H: -4.706 -2.208 -4.110  0.302
H: -5.154 -3.909 -3.928  0.382
H: -1.617 -3.339 -4.382  0.260
H: 0.094 -3.330 -2.611  0.149
H: -2.971 -3.398 0.354  0.473
H: -4.699 -3.314 -1.430  0.336
H: -0.153 -5.789 -0.388  0.353
H: 1.387 -5.312 0.379  0.379
H: 1.049 -4.822 -1.305  0.342

Summary:
Net charge   -2
Highest occupied orbital energy   -0.7 eV
Energy above the lowest of the compared OMol25 structures with the same formula, charge and spin   156.5 kJ/mol

=====

Question: The lowest energy above the lowest of the compared OMol25 structures with the same formula, charge and spin belongs to which entry?
Answer: C28H20F6MgN2O5S8

=====

Question: Which formula does entry 1 have?
Answer: C3H6N2O3